[1]
The following is a quantum chemistry calculation of a gas-phase ion, C7H9O3S (charge -1) in a non-equilibrium geometry, from the Open Molecules 2025 dataset.

Properties
SMILES string: CC(C)(C)c1oc(=O)oc1[S-]
net charge: -1
E_LUMO: 3.3960 eV
relative energy (zero: lowest compared OMol25 entry of this formula, charge and spin): 7.81 kcal per mole

Element x y z (Å)
C1 -0.25807 0.49685 -1.36475
C2 -0.43745 -0.00418 0.09117
C3 0.23335 -1.33933 0.42502
C4 -0.02136 1.10306 1.08902
C5 -1.89248 -0.21995 0.24262
O1 -2.45268 -1.48542 0.44361
C6 -3.77961 -1.39109 0.34680
O2 -4.46984 -2.37866 0.52130
O3 -4.15105 -0.12565 0.05510
C7 -3.10387 0.69637 0.03825
S1 -3.11227 2.36119 -0.28243
H1 -0.89934 -0.03863 -2.03590
H2 -0.56508 1.58940 -1.48721
H3 0.89132 0.38373 -1.65799
H4 1.32555 -1.32254 0.15046
H5 -0.10972 -2.26420 -0.23885
H6 0.19068 -1.72964 1.43288
H7 -0.62689 2.02897 0.92436
H8 0.99243 1.33321 1.08542
H9 -0.24977 0.70955 2.10510

Forces on the atoms, in the same order (eV/Å):
2.792 1.049 -0.061
-0.722 0.316 0.180
1.573 -2.244 -2.700
-2.318 -0.504 0.795
-5.719 3.868 -0.252
0.071 0.298 -0.227
0.366 -1.581 0.265
-0.440 1.221 -0.307
-2.265 -1.650 0.507
7.480 -1.945 0.295
-0.591 -0.033 -0.002
-0.022 -0.590 -0.457
0.469 -1.433 0.487
-2.258 0.296 0.274
-0.741 0.373 0.383
0.189 2.099 1.165
-0.408 0.488 0.423
0.431 -0.831 0.076
2.058 0.401 -0.362
0.054 0.401 -0.483

***

[2]
The following is a quantum chemistry calculation of a molecular structure, C6H13O7Tl in a non-equilibrium geometry, from the Open Molecules 2025 dataset.

Properties
net charge: +2
E_LUMO: -13.9652 eV
relative energy (zero: lowest compared OMol25 entry of this formula, charge and spin): 93.83 kcal per mole

Element x y z (Å)
Tl1 3.15555 -0.90614 -1.52147
O1 1.26111 -1.68126 -1.05650
H1 1.04910 -1.65409 -0.10317
C1 1.56668 2.41795 0.94236
O2 1.05005 1.28623 1.59122
C2 1.59029 0.09029 1.35187
O3 2.49694 -0.15746 0.54641
O4 0.90722 -0.71689 2.20763
C3 1.30525 -2.06457 2.21559
H2 1.30367 3.32342 1.48920
H3 1.30729 2.53042 -0.11033
H4 2.64737 2.41858 1.08455
H5 1.77306 -2.60004 1.38944
H6 0.42319 -2.65445 2.46485
H7 1.95212 -2.05328 3.09282
C4 -3.64365 0.85361 -2.96740
O5 -2.92864 1.01686 -1.75437
C5 -2.00368 0.08519 -1.31278
O6 -1.74543 -0.95942 -1.87821
O7 -1.41064 0.41152 -0.13694
C6 -0.34378 -0.24175 0.47693
H8 -4.34570 1.68331 -3.04990
H9 -4.15628 -0.10832 -2.96483
H10 -3.02780 0.97897 -3.85797
H11 -0.13180 0.12450 1.48144
H12 0.60365 -0.13790 -0.05193
H13 -0.65525 -1.28530 0.43140

Forces on the atoms, in the same order (eV/Å):
1.043 -0.394 -0.884
-1.251 -0.302 -0.856
0.834 -0.652 -0.368
1.770 1.794 -0.025
1.556 -0.471 0.614
1.723 2.397 2.857
-1.004 0.008 2.146
3.823 0.397 -1.166
-0.019 -2.110 2.537
-0.748 -0.350 0.013
-0.256 -0.371 0.062
0.166 -0.194 -0.460
0.223 0.971 -0.497
-0.071 0.161 0.107
0.309 -0.926 -0.148
-0.644 -0.426 -1.298
3.222 -1.227 2.940
-2.070 0.335 -1.907
0.374 0.817 0.396
-0.179 1.778 -0.676
-4.826 -1.435 -3.331
-0.078 -0.154 0.624
-0.016 0.153 -0.137
0.449 -0.375 0.243
-3.460 0.294 -0.621
-1.087 0.795 -0.943
0.218 -0.515 0.779

***

[3]
The following is a quantum chemistry calculation of a molecular structure, C5H8Si in a non-equilibrium geometry, from the Open Molecules 2025 dataset.

Properties
E_LUMO: 0.6737 eV
relative energy (zero: lowest compared OMol25 entry of this formula, charge and spin): 103.31 kcal per mole

Element x y z (Å)
C1 1.32823 -0.80137 0.78550
C2 1.93225 0.36005 0.85243
C3 0.21324 -1.78799 0.94960
C4 -0.70461 -1.03556 -0.01890
C5 0.61745 -0.03029 -0.50135
Si1 0.45477 1.81761 -0.25356
H1 0.59533 -2.69633 0.39919
H2 -0.19970 -2.10608 1.99740
H3 -1.15022 -1.63386 -0.90163
H4 -1.42447 -0.35259 0.38314
H5 0.98728 -0.51002 -1.38430
H6 1.68893 2.61746 -0.62974
H7 -0.14872 1.94664 1.06630
H8 -0.48891 2.53135 -1.35098

Forces on the atoms, in the same order (eV/Å):
0.342 2.844 1.184
-1.059 -3.242 0.071
0.151 -2.091 0.379
1.477 0.991 -1.913
-1.934 -1.589 0.341
0.006 1.697 -2.346
-0.726 0.439 0.842
1.099 0.842 -1.883
0.855 1.041 1.517
-0.560 -0.077 0.556
0.534 0.360 -0.637
-0.523 -0.404 0.536
-0.077 0.236 0.238
0.414 -1.046 1.116

***

[4]
The following is a quantum chemistry calculation of a single CH4ClP molecule in a non-equilibrium geometry, from the Open Molecules 2025 dataset.

Properties
SMILES string: CPCl
E_LUMO: 0.1099 eV
relative energy (zero: lowest compared OMol25 entry of this formula, charge and spin): 0.00 kcal per mole

Element x y z (Å)
C1 -0.73028 0.16879 -0.25612
P1 0.73265 -0.96176 0.09687
Cl1 2.51247 0.40062 -0.15035
H1 -1.66576 -0.30873 -0.62336
H2 -0.23827 0.60332 -1.15902
H3 -1.00352 0.88609 0.59027
H4 0.39271 -0.78832 1.50170

Forces on the atoms, in the same order (eV/Å):
0.527 0.682 -0.526
-0.283 0.790 1.066
-1.872 -0.957 0.453
0.850 -0.181 0.362
-1.041 0.766 0.590
0.713 -0.798 -1.492
1.106 -0.302 -0.452

***

[5]
The following is a quantum chemistry calculation of 2 unconnected molecules or ions with the total composition C3H11N3O in a non-equilibrium geometry, from the Open Molecules 2025 dataset.

Properties
SMILES string: [H]/N=C(/C)N(C)O.N
E_LUMO: 0.6632 eV
relative energy (zero: lowest compared OMol25 entry of this formula, charge and spin): 91.04 kcal per mole

Element x y z (Å)
H1 -0.58237 1.35771 -1.81370
N1 0.29027 1.48332 -1.30705
C1 0.51699 0.59946 -0.41713
C2 1.75088 0.74294 0.42192
N2 0.07119 -0.79025 -0.58600
C3 0.53759 -1.94185 0.13300
O1 -1.06602 -0.98854 -1.37454
H2 2.29875 1.62595 0.10485
H3 1.50626 0.83504 1.47974
H4 2.48368 -0.05882 0.36736
H5 1.61969 -2.02264 0.02283
H6 0.05262 -2.83636 -0.25719
H7 0.31048 -1.86177 1.20340
H8 -1.67884 -0.25194 -1.11234
N3 -1.85611 0.82298 0.72952
H9 -2.16861 1.16884 -0.19893
H10 -1.31005 1.29357 1.44394
H11 -2.77638 0.82237 1.16032

Forces on the atoms, in the same order (eV/Å):
0.366 -0.447 -0.424
-1.116 1.247 1.238
1.452 -3.859 -2.913
0.263 0.222 0.704
0.485 2.620 0.151
-0.276 0.353 0.692
-0.246 0.875 0.138
-0.335 0.229 0.031
-0.062 0.103 0.133
-0.339 -0.391 -0.253
-0.058 -0.191 -0.066
0.066 0.198 -0.091
-0.032 -0.212 0.046
0.628 -1.329 0.077
-2.701 -0.804 0.191
1.614 1.113 1.291
0.403 0.886 -1.347
-0.113 -0.611 0.406